(1)
Below is the molecule C5H13NO2 at a distorted geometry, with properties calculated with ωB97M-V with the def2-TZVPD basis set.

```
! RIJCOSX wB97M-V def2-TZVPD def2/J DEFGRID3
* xyz 0 1
C 2.479 -0.139 -0.253
C 0.875 -0.383 -0.817
C -0.041 -0.009 0.280
C -0.099 1.468 0.613
N 0.115 -0.799 1.447
C -1.534 -0.518 -0.563
O -1.883 0.491 -1.469
O -2.542 -0.715 0.390
H 2.678 0.898 0.005
H 2.640 -0.767 0.620
H 3.152 -0.442 -1.052
H 0.832 -1.444 -1.056
H 0.754 0.247 -1.692
H -0.624 2.022 -0.162
H 0.898 1.890 0.680
H -0.619 1.663 1.551
H 0.234 -1.787 1.263
H -0.524 -0.561 2.195
H -1.461 -1.488 -1.078
H -2.752 0.297 -1.846
H -2.577 0.077 0.944
*
```

Computed properties:
relative energy (zero: lowest compared OMol25 entry of this formula, charge and spin)	181.1	kJ/mol
HOMO level	-8.475	eV
DFT total energy	-10980.002	eV
Kohn-Sham gap	9.2	eV

***

(2)
Below is a structure of composition C3H4CdO4 at a distorted geometry, with properties calculated with ωB97M-V with the def2-TZVPD basis set.

```
! RIJCOSX wB97M-V def2-TZVPD def2/J DEFGRID3
* xyz 1 2
O -2.804 1.477 -0.931
C -1.966 0.682 -0.883
O -1.418 -0.367 -1.015
O 0.370 0.734 0.676
C 1.885 0.833 1.317
C 2.735 -0.094 0.537
O 2.191 -1.208 0.088
H -0.219 1.138 1.322
H 1.701 0.486 2.349
H 2.232 1.872 1.291
H 3.825 -0.028 0.635
Cd 0.316 -1.073 -0.216
*
```

Computed properties:
relative energy (zero: lowest compared OMol25 entry of this formula, charge and spin)	57.8	kJ/mol
HOMO level (spin up / spin down)	-10.732 / -14.720	eV
<S²>	0.754
DFT total energy	-15919.565	eV
Kohn-Sham gap (spin up / spin down)	5.6 / 9.5	eV

***

(3)
Below is a cluster of 2 separate species, C5H14 in total at a distorted geometry, with properties calculated with ωB97M-V with the def2-TZVPD basis set.

```
! RIJCOSX wB97M-V def2-TZVPD def2/J DEFGRID3
* xyz 0 1
C 0.247 0.266 1.816
C -0.133 1.445 0.924
C -1.371 2.196 1.345
H -0.471 0.050 2.612
H 0.309 -0.698 1.305
H 1.248 0.344 2.246
H -0.281 1.036 -0.089
H 0.723 2.097 0.729
H -1.415 3.212 0.940
H -1.389 2.331 2.428
H -2.318 1.741 1.044
C 0.254 -1.826 -1.251
C 1.000 -1.699 -2.570
H 0.846 -1.444 -0.422
H -0.680 -1.271 -1.257
H 0.010 -2.852 -0.970
H 0.551 -2.261 -3.390
H 2.045 -1.950 -2.425
H 0.825 -0.718 -3.014
*
```

Computed properties:
relative energy (zero: lowest compared OMol25 entry of this formula, charge and spin)	46.0	kJ/mol
HOMO level	-10.986	eV
DFT total energy	-5411.573	eV
Kohn-Sham gap	12.1	eV

***

(4)
Below is a structure of composition C26H44F3N7O2SSiSr, with properties calculated with ωB97M-V with the def2-TZVPD basis set.

```
! RIJCOSX wB97M-V def2-TZVPD def2/J DEFGRID3
* xyz 0 1
Sr 0.544 0.116 0.156
C 1.442 -1.777 -3.888
C 1.394 -0.380 -3.262
N 0.216 -0.066 -2.449
C -1.077 -0.415 -3.020
C -2.189 -0.142 -2.010
N -1.962 -0.806 -0.716
C -1.918 -2.263 -0.852
C -2.033 -3.015 0.469
C -1.012 -2.649 1.549
N 0.354 -2.461 1.061
C 1.095 -3.665 0.684
C 0.996 -3.980 -0.806
N 1.270 -2.801 -1.600
C 1.132 -3.012 -3.025
H 2.446 -1.872 -4.308
H 0.774 -1.798 -4.752
H 1.500 0.327 -4.098
H 2.273 -0.228 -2.626
H 0.206 0.949 -2.282
H -1.072 -1.474 -3.282
H -1.294 0.138 -3.946
H -3.144 -0.460 -2.453
H -2.254 0.932 -1.821
H -2.757 -0.560 -0.132
H -0.969 -2.507 -1.325
H -2.722 -2.616 -1.518
H -1.977 -4.082 0.237
H -3.030 -2.861 0.896
H -1.047 -3.398 2.353
H -1.303 -1.700 2.004
H 0.889 -1.997 1.789
H 0.776 -4.536 1.271
H 2.144 -3.475 0.922
H -0.011 -4.328 -1.062
H 1.672 -4.821 -1.031
H 2.149 -2.378 -1.333
H 0.097 -3.329 -3.196
H 1.753 -3.848 -3.387
F 5.418 0.125 3.701
C 5.730 0.685 2.523
F 7.079 0.794 2.507
F 5.257 1.937 2.527
C 5.244 -0.121 1.346
C 6.178 -0.698 0.512
C 5.754 -1.449 -0.577
C 4.396 -1.552 -0.781
N 3.465 -1.009 0.004
C 3.860 -0.317 1.104
S 2.650 0.283 2.198
H 7.232 -0.562 0.710
H 6.453 -1.920 -1.252
H 4.043 -2.101 -1.651
O -4.735 0.251 0.579
C -5.006 1.520 1.164
N -5.313 1.462 2.562
C -4.470 1.621 3.636
O -4.916 1.701 4.761
C -2.994 1.699 3.394
C -2.256 2.615 4.135
C -0.895 2.686 3.926
C -0.312 1.823 3.009
N -0.997 0.893 2.334
C -2.316 0.853 2.531
H -5.529 -0.292 0.620
H -5.839 1.997 0.645
H -4.113 2.117 1.003
H -6.281 1.395 2.843
H -2.762 3.258 4.843
H -0.277 3.401 4.449
H 0.750 1.887 2.810
H -2.862 0.095 1.983
C 1.259 4.450 -0.698
Si -0.131 3.137 -0.806
C -1.529 3.935 0.252
C -0.830 3.484 -2.572
H 0.875 5.457 -0.899
H 2.044 4.242 -1.431
H 1.738 4.460 0.284
H -1.744 4.955 -0.085
H -1.274 3.985 1.314
H -2.460 3.362 0.168
H -1.015 4.554 -2.719
H -1.779 2.969 -2.756
H -0.137 3.169 -3.360
*
```

Computed properties:
relative energy (zero: lowest compared OMol25 entry of this formula, charge and spin)	0.0	kJ/mol
HOMO level	-6.082	eV
DFT total energy	-69906.224	eV
Kohn-Sham gap	6.1	eV